{"formula": "C37H63ClFN9O3P3SSc", "method": "ωB97M-V/def2-TZVPD", "energy_ha": -4909.2384, "total_charge": 2, "de_lowest_kcal_mol": 14.74, "species": ["Sc", "Cl", "C", "C", "C", "C", "C", "C", "P", "C", "C", "C", "C", "C", "C", "C", "C", "C", "C", "C", "C", "H", "H", "H", "H", "H", "H", "H", "H", "H", "H", "H", "H", "H", "H", "F", "C", "P", "C", "C", "O", "H", "H", "H", "H", "H", "H", "H", "H", "H", "C", "N", "C", "N", "O", "H", "H", "H", "H", "H", "H", "C", "N", "C", "N", "S", "H", "H", "H", "H", "H", "H", "N", "N", "H", "H", "H", "H", "O", "P", "N", "C", "C", "C", "C", "N", "C", "C", "C", "C", "N", "C", "C", "C", "C", "H", "H", "H", "H", "H", "H", "H", "H", "H", "H", "H", "H", "H", "H", "H", "H", "H", "H", "H", "H", "H", "H", "H", "H"], "positions_angstrom": [[-0.707, -0.266, 1.078], [-2.542, -2.029, 2.050], [-2.903, -3.413, 1.023], [-3.894, -4.256, 1.498], [-4.194, -5.405, 0.785], [-3.493, -5.703, -0.375], [-2.509, -4.843, -0.827], [-2.199, -3.658, -0.151], [-0.927, -2.511, -0.811], [0.284, -3.727, -1.450], [0.798, -4.691, -0.578], [1.762, -5.589, -1.004], [2.225, -5.539, -2.313], [1.713, -4.595, -3.188], [0.750, -3.689, -2.760], [-1.671, -1.827, -2.337], [-2.681, -2.443, -3.066], [-3.148, -1.873, -4.243], [-2.606, -0.685, -4.708], [-1.602, -0.056, -3.983], [-1.150, -0.619, -2.801], [-4.412, -4.018, 2.414], [-4.966, -6.071, 1.146], [-3.712, -6.606, -0.927], [-1.954, -5.098, -1.721], [0.404, -4.777, 0.430], [2.138, -6.341, -0.324], [2.967, -6.248, -2.652], [2.053, -4.568, -4.214], [0.345, -2.972, -3.461], [-3.123, -3.370, -2.726], [-3.933, -2.367, -4.800], [-2.963, -0.251, -5.633], [-1.178, 0.874, -4.336], [-0.390, -0.103, -2.225], [-2.135, -0.048, -0.062], [-1.344, 0.727, 5.549], [0.023, 0.465, 4.424], [0.802, 2.044, 4.092], [1.212, -0.550, 5.290], [-0.441, -0.192, 3.141], [-1.042, 1.345, 6.394], [-1.693, -0.237, 5.918], [-2.163, 1.215, 5.024], [1.340, 2.403, 4.969], [0.045, 2.773, 3.803], [1.498, 1.912, 3.261], [1.478, -0.089, 6.240], [2.109, -0.671, 4.684], [0.776, -1.534, 5.457], [-1.806, 2.614, -1.176], [-2.481, 3.031, 0.042], [-2.225, 2.516, 1.251], [-3.061, 2.859, 2.259], [-1.226, 1.791, 1.502], [-1.780, 3.458, -1.865], [-2.317, 1.771, -1.639], [-0.782, 2.325, -0.938], [-3.398, 3.441, -0.073], [-4.010, 3.102, 2.017], [-2.985, 2.279, 3.079], [-6.319, 4.250, -1.699], [-5.938, 3.411, -0.572], [-5.643, 2.085, -0.691], [-5.421, 1.634, -1.948], [-5.481, 1.093, 0.638], [-6.448, 5.269, -1.343], [-7.255, 3.927, -2.163], [-5.528, 4.259, -2.449], [-6.375, 3.627, 0.312], [-5.822, 2.100, -2.744], [-5.261, 0.643, -2.032], [0.516, -3.043, 3.036], [0.883, -2.286, 1.871], [1.076, -3.889, 3.109], [-0.459, -3.307, 2.949], [1.160, -2.903, 1.106], [1.703, -1.737, 2.117], [1.116, 0.313, 0.427], [2.245, 1.190, -0.105], [2.804, 0.475, -1.471], [2.488, -0.945, -1.776], [3.550, -1.348, -2.792], [4.761, -0.517, -2.385], [4.134, 0.824, -2.024], [3.407, 1.292, 1.060], [4.051, 0.049, 1.525], [5.141, 0.541, 2.465], [5.624, 1.807, 1.764], [4.335, 2.437, 1.234], [1.782, 2.711, -0.457], [2.109, 3.437, -1.708], [1.857, 4.906, -1.361], [0.850, 4.855, -0.217], [1.318, 3.649, 0.587], [1.482, -1.037, -2.171], [2.553, -1.566, -0.876], [3.230, -1.075, -3.799], [3.738, -2.420, -2.771], [5.499, -0.419, -3.179], [5.254, -0.960, -1.518], [4.016, 1.440, -2.918], [4.726, 1.385, -1.300], [4.493, -0.500, 0.686], [3.323, -0.603, 2.009], [5.928, -0.196, 2.607], [4.717, 0.786, 3.441], [6.296, 1.550, 0.943], [6.154, 2.483, 2.431], [4.494, 2.974, 0.298], [3.929, 3.144, 1.961], [1.458, 3.092, -2.515], [3.140, 3.276, -2.015], [1.498, 5.464, -2.223], [2.782, 5.375, -1.022], [-0.159, 4.691, -0.596], [0.845, 5.764, 0.382], [0.531, 3.187, 1.181], [2.137, 3.943, 1.248]], "lowdin_charge": [0.7308, 0.7906, -0.5655, -0.0887, -0.0449, -0.0460, -0.0915, -0.3538, 1.0878, -0.3735, -0.1202, -0.0615, -0.0638, -0.0683, -0.0890, -0.3614, -0.0604, -0.0611, -0.0687, -0.0722, -0.1330, 0.1123, 0.1196, 0.1177, 0.1173, 0.1008, 0.1120, 0.1126, 0.1151, 0.1074, 0.0966, 0.1123, 0.1103, 0.1090, 0.0809, -0.4066, -0.1368, 0.6147, -0.1398, -0.1538, -0.4713, 0.0733, 0.0721, 0.0494, 0.0710, 0.0609, 0.0454, 0.0703, 0.0531, 0.0591, -0.0525, 0.0729, -0.5692, 0.1946, -0.1185, 0.0951, 0.0680, 0.0669, 0.1181, 0.0706, 0.0996, -0.0761, -0.0779, -0.9578, 0.1084, 0.6254, 0.0922, 0.0956, 0.0837, 0.1150, 0.0924, 0.0945, -0.0246, -0.0903, 0.0863, 0.0296, 0.0405, 0.0464, -0.3432, 0.6031, -0.1575, -0.1818, -0.1516, -0.1530, -0.1805, -0.1739, -0.1825, -0.1543, -0.1508, -0.1820, -0.1736, -0.1634, -0.1459, -0.1494, -0.1759, 0.0735, 0.1111, 0.1253, 0.1103, 0.1218, 0.1092, 0.1160, 0.1031, 0.1118, 0.0904, 0.1213, 0.1144, 0.1170, 0.1204, 0.1089, 0.1045, 0.1178, 0.0951, 0.1190, 0.1184, 0.0930, 0.1225, 0.0886, 0.1029]}

=====

{"formula": "C37H65ClN6O3", "method": "ωB97M-V/def2-TZVPD", "energy_ha": -2463.1250, "de_lowest_kcal_mol": 0.00, "species": ["C", "C", "C", "C", "C", "C", "C", "C", "C", "O", "C", "O", "O", "C", "C", "C", "C", "N", "C", "Cl", "C", "C", "H", "H", "H", "H", "H", "H", "H", "H", "H", "H", "H", "H", "H", "H", "H", "H", "H", "H", "H", "H", "H", "H", "H", "H", "H", "H", "H", "H", "H", "H", "C", "C", "C", "C", "N", "H", "H", "H", "H", "H", "H", "H", "C", "C", "C", "C", "N", "H", "H", "H", "H", "H", "H", "H", "C", "C", "C", "C", "N", "H", "H", "H", "H", "H", "H", "H", "C", "C", "C", "C", "N", "H", "H", "H", "H", "H", "H", "H", "C", "C", "C", "C", "N", "H", "H", "H", "H", "H", "H", "H"], "positions_angstrom": [[-1.856, 3.846, -2.645], [-2.044, 3.913, -1.280], [-0.825, 4.111, -0.399], [-0.632, 3.031, 0.720], [0.416, 2.057, 0.118], [0.742, 0.785, 0.917], [2.157, 0.309, 0.457], [2.467, -1.147, 0.900], [1.639, -1.621, 2.117], [0.096, 3.735, 1.738], [-0.159, 3.197, 2.954], [0.377, 3.447, 3.930], [-1.160, 2.306, 2.789], [-1.834, 2.453, 1.510], [-2.399, 1.065, 1.151], [-2.615, 0.808, -0.348], [-2.917, -0.667, -0.669], [-1.642, -1.375, -0.888], [-3.042, 3.363, 1.866], [-2.647, 5.115, 2.042], [-3.778, 2.910, 3.168], [-3.362, 3.643, 4.453], [-1.588, 4.757, -3.179], [-1.991, 2.924, -3.208], [-3.056, 3.815, -0.880], [0.051, 4.081, -1.037], [-0.888, 5.103, 0.065], [0.155, 1.763, -0.903], [1.333, 2.643, 0.023], [0.067, -0.023, 0.636], [0.811, 0.931, 1.992], [2.193, 0.387, -0.631], [2.869, 0.974, 0.954], [3.521, -1.275, 1.151], [2.212, -1.813, 0.081], [1.687, -0.914, 2.945], [0.598, -1.793, 1.841], [2.025, -2.590, 2.445], [-1.713, 0.314, 1.547], [-3.357, 0.866, 1.630], [-3.510, 1.374, -0.619], [-1.804, 1.162, -0.986], [-3.442, -1.096, 0.190], [-3.547, -0.700, -1.566], [-1.802, -2.191, -1.465], [-0.996, -0.769, -1.378], [-3.768, 3.285, 1.055], [-3.627, 1.847, 3.352], [-4.848, 3.071, 3.034], [-3.757, 4.650, 4.544], [-3.789, 3.071, 5.285], [-2.288, 3.603, 4.614], [5.893, -4.747, -2.014], [4.637, -5.178, -1.271], [3.353, -4.712, -1.959], [3.328, -3.242, -2.041], [3.321, -2.106, -2.093], [5.974, -3.658, -2.057], [6.782, -5.120, -1.505], [5.899, -5.133, -3.035], [4.675, -4.781, -0.253], [4.621, -6.263, -1.190], [2.480, -5.048, -1.400], [3.288, -5.123, -2.966], [10.204, -1.404, -0.701], [8.939, -1.474, -1.550], [7.657, -1.339, -0.723], [7.563, -2.426, 0.265], [7.487, -3.273, 1.019], [10.250, -2.223, 0.017], [11.091, -1.474, -1.333], [10.255, -0.462, -0.151], [8.926, -2.422, -2.094], [8.963, -0.677, -2.295], [6.781, -1.381, -1.371], [7.640, -0.384, -0.195], [3.026, -6.105, -6.547], [4.549, -6.178, -6.576], [5.100, -7.419, -5.866], [4.705, -7.419, -4.449], [4.391, -7.408, -3.357], [2.647, -6.031, -5.526], [2.677, -5.225, -7.087], [2.582, -6.987, -7.014], [4.959, -5.278, -6.112], [4.887, -6.187, -7.614], [6.189, -7.436, -5.924], [4.724, -8.329, -6.335], [-7.202, 0.021, 7.064], [-5.863, 0.649, 7.439], [-5.931, 2.175, 7.551], [-6.330, 2.770, 6.266], [-6.638, 3.228, 5.273], [-7.540, 0.357, 6.082], [-7.114, -1.065, 7.024], [-7.972, 0.272, 7.796], [-5.116, 0.369, 6.693], [-5.531, 0.240, 8.395], [-4.957, 2.577, 7.833], [-6.653, 2.472, 8.313], [-6.145, 6.115, -2.287], [-6.948, 5.041, -3.015], [-7.113, 3.761, -2.189], [-5.799, 3.177, -1.883], [-4.780, 2.727, -1.656], [-5.126, 5.784, -2.082], [-6.077, 7.017, -2.896], [-6.616, 6.382, -1.339], [-6.456, 4.807, -3.961], [-7.937, 5.434, -3.257], [-7.702, 3.027, -2.740], [-7.630, 3.973, -1.252]], "lowdin_charge": [-0.0136, -0.1627, -0.1251, -0.3244, -0.1046, -0.1875, -0.1870, -0.2513, -0.1150, 0.0665, -0.6250, 0.2216, 0.0536, -0.3130, -0.0878, -0.1890, -0.2586, -0.0023, -0.5214, 0.7481, -0.2417, -0.1395, 0.0507, 0.0460, 0.0450, 0.1088, 0.0890, 0.1165, 0.1290, 0.0784, 0.1110, 0.0978, 0.1113, 0.0956, 0.0579, 0.0708, 0.0622, 0.0668, 0.1191, 0.1160, 0.0522, 0.0920, 0.1078, 0.1040, 0.0603, 0.0567, 0.0859, 0.1014, 0.0971, 0.0583, 0.0481, 0.0618, -0.1147, -0.2721, -0.1838, -0.2285, 0.1624, 0.0510, 0.0731, 0.0531, 0.1093, 0.0800, 0.1203, 0.0844, -0.1114, -0.2635, -0.1853, -0.2502, 0.1561, 0.0709, 0.0710, 0.0768, 0.1079, 0.1079, 0.1064, 0.1204, -0.1065, -0.2598, -0.1755, -0.2054, 0.1912, 0.0637, 0.0745, 0.0784, 0.1093, 0.1084, 0.1179, 0.1209, -0.1118, -0.2624, -0.1826, -0.2429, 0.1694, 0.0702, 0.0718, 0.0763, 0.1101, 0.1080, 0.1161, 0.1192, -0.1038, -0.2601, -0.1719, -0.1694, 0.1899, 0.0652, 0.0736, 0.0792, 0.1121, 0.1075, 0.1179, 0.1225]}